Record 1
Density functional theory data (wB97M-V/def2-TZVPD) for a molecular structure, C58H48ClO2P4S2Tl.

## Properties
- Net charge: -2
- F_max: 1.2 eV/Å
- Spin multiplicity: 1

Last column: Mulliken charge in e.
Positions of all 116 atoms, in Å:
Tl  0.139  0.216  0.524  1.44
S  2.136  0.783  -2.188  -0.55
P  2.872  -1.072  -1.888  1.37
C  2.101  -2.164  -0.827  -0.55
P  2.592  -2.175  0.796  1.12
S  2.733  -0.585  2.034  -0.47
C  1.379  -3.329  1.584  0.25
C  1.267  -3.393  2.973  -0.77
C  0.300  -4.189  3.572  -0.84
C  -0.576  -4.929  2.786  -0.39
C  -0.466  -4.880  1.403  -0.54
C  0.507  -4.085  0.807  -0.24
C  4.142  -3.168  1.092  0.48
C  4.232  -4.418  0.477  -0.68
C  5.388  -5.176  0.574  -0.53
C  6.484  -4.685  1.278  -0.42
C  6.406  -3.441  1.884  -0.59
C  5.241  -2.685  1.789  -0.38
C  2.667  -1.854  -3.560  0.19
C  3.630  -2.496  -4.332  -0.18
C  3.293  -3.118  -5.531  -0.76
C  1.985  -3.108  -5.986  -0.71
C  1.014  -2.450  -5.238  -0.64
C  1.356  -1.826  -4.050  -0.60
C  4.695  -0.876  -1.665  0.26
C  5.174  0.313  -1.115  -0.69
C  6.517  0.456  -0.795  -0.74
C  7.411  -0.576  -1.050  -0.40
C  6.943  -1.769  -1.579  -1.08
C  5.591  -1.931  -1.847  -0.01
H  1.934  -2.788  3.576  0.38
H  0.219  -4.219  4.653  0.38
H  -1.346  -5.536  3.250  0.52
H  -1.145  -5.455  0.784  0.29
H  0.594  -4.030  -0.272  0.27
H  3.383  -4.776  -0.096  0.26
H  5.443  -6.151  0.101  0.37
H  7.394  -5.272  1.343  0.34
H  7.259  -3.050  2.428  0.37
H  5.174  -1.709  2.254  0.37
H  4.665  -2.502  -4.024  0.43
H  4.064  -3.615  -6.111  0.40
H  1.725  -3.600  -6.917  0.36
H  -0.013  -2.422  -5.585  0.42
H  0.608  -1.283  -3.487  0.21
H  4.474  1.119  -0.943  0.30
H  6.871  1.377  -0.345  0.38
H  8.463  -0.462  -0.812  0.35
H  7.631  -2.587  -1.760  0.36
H  5.227  -2.899  -2.165  0.50
C  -2.912  1.092  -2.880  -1.89
C  -3.650  -0.008  -2.085  -1.56
P  -2.402  -1.085  -1.211  1.60
C  -2.108  -2.451  -2.421  0.59
C  -3.103  -3.065  -3.182  -0.61
C  -2.796  -4.144  -3.997  -0.78
C  -1.492  -4.627  -4.059  -0.78
C  -0.501  -4.027  -3.298  -0.60
C  -0.806  -2.945  -2.481  -0.03
C  -3.461  -2.072  -0.069  0.54
C  -2.804  -2.716  0.978  -0.42
C  -3.501  -3.545  1.845  -0.44
C  -4.867  -3.732  1.681  -0.89
C  -5.533  -3.087  0.648  -0.67
C  -4.833  -2.262  -0.223  -0.44
P  -1.617  1.862  -1.771  1.46
C  -2.777  2.889  -0.754  0.42
C  -3.312  4.102  -1.194  -0.59
C  -4.144  4.848  -0.372  -0.70
C  -4.460  4.386  0.901  -0.63
C  -3.957  3.170  1.337  -0.70
C  -3.122  2.422  0.516  -0.18
C  -0.908  3.181  -2.829  -0.03
C  0.017  4.021  -2.203  -0.38
C  0.668  5.011  -2.917  -0.66
C  0.413  5.170  -4.276  -0.45
C  -0.496  4.337  -4.906  -0.67
C  -1.155  3.345  -4.187  -0.21
H  -3.602  1.854  -3.247  0.70
H  -2.385  0.642  -3.728  0.49
H  -4.310  -0.583  -2.735  0.68
H  -4.253  0.460  -1.301  0.58
H  -4.130  -2.720  -3.129  0.19
H  -3.582  -4.617  -4.575  0.40
H  -1.255  -5.467  -4.702  0.37
H  0.520  -4.391  -3.337  0.58
H  -0.016  -2.480  -1.889  -0.06
H  -1.741  -2.557  1.120  0.34
H  -2.973  -4.043  2.649  0.32
H  -5.416  -4.373  2.361  0.35
H  -6.599  -3.234  0.512  0.39
H  -5.368  -1.759  -1.021  0.28
H  -3.058  4.473  -2.180  0.40
H  -4.544  5.793  -0.724  0.39
H  -5.089  4.981  1.554  0.37
H  -4.196  2.808  2.331  0.52
H  -2.706  1.485  0.877  0.22
H  0.229  3.871  -1.149  0.49
H  1.394  5.648  -2.429  0.39
H  0.936  5.932  -4.841  0.34
H  -0.691  4.451  -5.967  0.37
H  -1.861  2.701  -4.696  0.25
Cl  -2.446  1.615  7.980  -0.30
C  -2.206  1.168  6.296  0.14
C  -2.464  -0.153  5.893  -0.58
C  -2.290  -0.507  4.586  -0.65
C  -1.840  0.417  3.571  -0.43
O  -1.813  0.047  2.364  -0.21
C  -1.506  1.743  4.055  1.43
C  -0.879  2.773  3.251  -0.54
O  -0.278  2.669  2.199  -0.43
C  -1.748  2.087  5.397  -0.93
H  -2.803  -0.872  6.628  0.40
H  -2.499  -1.516  4.251  0.37
H  -0.955  3.786  3.710  0.16
H  -1.528  3.098  5.725  0.30

Record 2
Density functional theory data (wB97M-V/def2-TZVPD) for C21H28N2O3S in the gas phase.

## Properties
- Net charge: 0
- F_max: 0.9 eV/Å
- Spin multiplicity: 1
- Structure (SMILES): CC(C)CNS(=O)(=O)c1ccc(CCC(=O)NCCc2ccccc2)cc1

Last column: Mulliken charge in e.
Positions of all 55 atoms, in Å:
C  -5.867  -0.468  0.784  -1.39
C  -5.086  -1.756  0.543  0.63
C  -5.441  -2.357  -0.818  -1.54
C  -3.573  -1.516  0.671  -1.21
N  -3.028  -0.557  -0.265  -0.14
S  -2.998  1.069  0.158  1.47
O  -3.792  1.799  -0.793  -0.74
O  -3.278  1.200  1.557  -0.68
C  -1.275  1.425  -0.135  0.03
C  -0.368  1.277  0.893  -1.26
C  0.981  1.483  0.656  -0.23
C  1.422  1.836  -0.613  1.19
C  2.874  2.053  -0.956  -0.49
C  3.829  2.197  0.234  -1.29
C  4.117  0.871  0.924  0.60
O  3.719  0.597  2.036  -0.67
N  4.893  0.037  0.198  -0.11
C  5.157  -1.323  0.606  -0.78
C  4.475  -2.334  -0.327  -1.31
C  2.997  -2.072  -0.429  0.88
C  2.169  -2.280  0.667  -0.41
C  0.812  -2.030  0.581  -0.57
C  0.259  -1.571  -0.603  0.12
C  1.078  -1.353  -1.697  -0.81
C  2.437  -1.599  -1.607  -0.55
C  0.486  1.989  -1.635  -1.20
C  -0.860  1.782  -1.402  -0.51
H  -6.937  -0.657  0.724  0.46
H  -5.606  0.286  0.044  0.22
H  -5.636  -0.061  1.765  0.35
H  -5.352  -2.483  1.319  0.33
H  -6.489  -2.645  -0.837  0.45
H  -4.838  -3.241  -1.020  0.37
H  -5.281  -1.634  -1.616  0.31
H  -3.035  -2.462  0.540  0.39
H  -3.349  -1.117  1.662  0.62
H  -3.396  -0.661  -1.198  0.28
H  -0.730  1.007  1.872  0.55
H  1.678  1.350  1.466  0.37
H  3.194  1.215  -1.585  0.18
H  2.945  2.957  -1.567  0.54
H  3.408  2.885  0.967  0.36
H  4.776  2.610  -0.121  0.47
H  5.162  0.297  -0.738  0.30
H  6.238  -1.499  0.622  0.38
H  4.765  -1.414  1.621  0.40
H  4.652  -3.336  0.068  0.38
H  4.930  -2.275  -1.319  0.39
H  2.591  -2.644  1.593  0.37
H  0.179  -2.194  1.440  0.45
H  -0.801  -1.378  -0.668  0.44
H  0.657  -0.992  -2.624  0.36
H  3.068  -1.435  -2.471  0.32
H  0.820  2.273  -2.623  0.43
H  -1.598  1.906  -2.180  0.49

Record 3
Density functional theory data (wB97M-V/def2-TZVPD) for 3 unconnected molecules or ions with the total composition C3H12O3S.

## Properties
- Net charge: 0
- F_max: 3.3 eV/Å
- Spin multiplicity: 1
- Structure (SMILES): OCCCS.O.O

Last column: Mulliken charge in e.
Positions of all 19 atoms, in Å:
O  1.790  0.387  0.664  -0.44
C  1.901  -0.878  -0.050  -0.58
C  0.465  -1.455  -0.021  -0.29
C  -0.471  -0.590  -0.833  -0.17
S  -2.058  -1.251  -1.232  -0.26
H  1.789  0.262  1.609  0.25
H  2.561  -1.575  0.517  0.25
H  2.159  -0.767  -1.125  0.35
H  0.171  -1.363  1.061  0.18
H  0.428  -2.507  -0.332  0.41
H  -0.568  0.377  -0.303  -0.10
H  0.081  -0.294  -1.842  0.23
H  -2.931  -0.312  -0.637  0.12
O  -0.332  1.287  2.227  -0.59
H  -0.577  2.046  2.870  0.30
H  -1.216  0.910  2.108  0.30
O  0.739  2.811  -0.256  -0.65
H  0.379  2.248  0.392  0.35
H  1.711  2.664  -0.253  0.32

Record 4
Density functional theory data (wB97M-V/def2-TZVPD) for 2 unconnected molecules or ions with the total composition C5H14O.

## Properties
- Net charge: 0
- F_max: 2.7 eV/Å
- Spin multiplicity: 1
- Structure (SMILES): CCC.CCO

Last column: Mulliken charge in e.
Positions of all 20 atoms, in Å:
C  -1.217  0.282  2.181  -1.03
C  -1.390  -0.869  1.152  0.13
C  -2.436  -0.663  0.085  -1.05
H  -0.191  0.678  2.081  0.22
H  -1.881  1.094  1.864  0.31
H  -1.407  0.061  3.232  0.29
H  -1.584  -1.869  1.580  0.34
H  -0.332  -1.055  0.823  0.01
H  -2.001  -0.137  -0.790  0.17
H  -3.218  0.003  0.548  0.30
H  -3.026  -1.510  -0.221  0.35
C  2.815  0.865  -1.914  -0.95
C  1.481  0.627  -1.180  -0.13
O  1.546  -0.539  -0.329  -0.53
H  3.518  1.284  -1.189  0.26
H  2.552  1.441  -2.808  0.33
H  3.185  -0.104  -2.217  0.28
H  1.268  1.355  -0.355  0.18
H  0.578  0.442  -1.813  0.25
H  1.740  -1.387  -0.731  0.26

In the order shown, the computed orbital gap values come out to 5.448, 9.661, 9.176, 11.018 eV.
In the order shown, the computed ΔE to the lowest compared entry with this formula, charge and spin values come out to 74.99, 105.51, 93.50, 137.83 kJ/mol.
In the order shown, the computed HOMO level values come out to -0.0524, -0.3338, -0.3294, -0.3695 Eh.